Record 1
# C43H55BN10SSiY

C43H55BN10SSiY as an isolated structure (the ωB97M-V functional and the def2-TZVPD basis, the OMol25 dataset).

LUMO level (spin up / spin down) = -5.019 / -6.891 eV
total charge = +2
F_max = 0.016 hartree/bohr
spin multiplicity = 2
E_tot = -80810.6993 eV
Kohn-Sham gap (spin up / spin down) = 7.459 / 6.761 eV
<S²> = 0.76

XYZ file:
```
112
Properties=species:S:1:pos:R:3:forces:R:3:lowdin_charge:R:1
Y 0.0931 -1.1257 -1.4857 -0.052 0.486 0.641 1.378
C -3.5173 -0.8245 -0.6807 0.043 0.002 0.077 -0.005
C -2.6464 -1.2360 0.4626 -0.038 0.035 -0.001 -0.334
C -2.9826 -1.4859 1.7915 -0.167 -0.013 0.108 0.014
C -1.7885 -1.7864 2.4221 -0.002 0.027 -0.005 -0.049
N -0.7925 -1.6832 1.5290 -0.044 -0.360 0.016 0.030
N -1.3236 -1.3806 0.3112 0.105 0.082 0.004 -0.069
B 0.6882 -2.1891 1.6311 0.006 0.087 0.046 -0.638
N 0.7617 -3.4371 0.7199 0.018 -0.109 0.063 0.025
C 0.7829 -4.7455 1.0169 0.045 -0.020 0.118 -0.024
C 0.6812 -5.4704 -0.1539 -0.038 -0.161 -0.015 0.018
C 0.5647 -4.5137 -1.1597 -0.039 0.095 -0.064 -0.316
C 0.3925 -4.6914 -2.6378 0.003 0.021 0.128 -0.009
N 0.6043 -3.2866 -0.6207 0.009 -0.051 -0.373 -0.035
N 1.7325 -1.1248 1.0906 0.021 -0.212 -0.027 0.049
C 2.6891 -0.5517 1.8368 0.022 -0.090 0.038 -0.044
C 3.5493 0.1402 1.0071 0.181 -0.034 0.003 -0.001
C 3.0562 -0.0546 -0.2795 0.086 0.049 0.057 -0.334
C 3.5713 0.4999 -1.5682 -0.056 -0.037 0.087 -0.013
N 1.9696 -0.8322 -0.2252 -0.011 0.067 0.029 -0.072
N 1.0534 -2.4587 3.0675 -0.081 -0.102 -0.316 -0.021
C 2.1041 -3.1806 3.5498 -0.072 -0.033 -0.257 -0.073
C 2.3250 -2.7867 4.8348 0.059 0.094 0.322 0.001
C 1.3657 -1.7713 5.0766 0.061 0.015 0.104 -0.330
C 1.1460 -0.9903 6.3336 -0.029 -0.047 -0.009 -0.007
N 0.6188 -1.5644 4.0049 0.278 -0.170 0.106 0.108
H -4.5604 -0.8012 -0.3734 0.006 0.000 0.002 0.097
H -3.2431 0.1741 -1.0319 -0.002 0.002 -0.005 0.074
H -3.4354 -1.5165 -1.5206 -0.017 -0.014 -0.019 0.065
H -3.9691 -1.4688 2.2319 0.135 -0.002 -0.054 0.123
H -1.5778 -2.0444 3.4479 -0.030 0.020 -0.113 0.127
H 0.8568 -5.0856 2.0398 0.011 0.053 -0.115 0.133
H 0.6844 -6.5457 -0.2611 0.000 0.172 0.014 0.122
H 0.5366 -5.7323 -2.9180 0.006 0.012 -0.002 0.094
H -0.6161 -4.4099 -2.9537 0.005 -0.028 0.011 0.071
H 1.1153 -4.0941 -3.1990 0.004 -0.002 -0.009 0.073
H 2.7068 -0.6760 2.9119 0.013 -0.045 -0.232 0.121
H 4.4329 0.6937 1.2921 -0.125 -0.104 -0.069 0.122
H 4.4358 1.1338 -1.3819 -0.016 0.004 -0.014 0.093
H 3.8885 -0.2934 -2.2451 0.009 -0.031 -0.025 0.080
H 2.8083 1.1078 -2.0627 -0.003 0.009 -0.014 0.067
H 2.6386 -3.8951 2.9383 -0.110 0.078 0.066 0.129
H 3.0666 -3.1714 5.5196 -0.102 0.056 -0.070 0.116
H 1.9563 -1.1638 7.0404 -0.034 0.020 -0.025 0.088
H 1.0942 0.0795 6.1222 -0.012 -0.170 0.018 0.043
H 0.2097 -1.2818 6.8145 0.062 0.007 -0.017 0.090
C -5.0203 -1.8298 -4.3122 0.009 0.035 -0.008 -0.048
C -4.9514 -0.4435 -4.4130 0.032 -0.029 0.008 -0.048
C -3.7225 0.2001 -4.3630 0.002 -0.057 0.090 -0.077
C -2.5407 -0.5381 -4.2151 0.041 0.002 -0.030 -0.310
C -2.6294 -1.9380 -4.1317 -0.011 0.031 -0.015 -0.141
C -3.8563 -2.5796 -4.1766 -0.059 -0.069 0.005 -0.069
Si -0.8522 0.2015 -4.0877 -0.023 -0.047 -0.205 0.773
C -0.6043 2.0112 -4.0431 -0.070 -0.054 -0.063 -0.338
C 0.5847 2.5437 -4.5583 0.141 -0.013 -0.074 -0.093
C 0.8111 3.9097 -4.5259 -0.012 0.123 0.022 -0.059
C -0.1476 4.7584 -3.9774 0.028 -0.045 -0.022 -0.046
C -1.3291 4.2388 -3.4541 0.008 0.075 -0.004 -0.061
C -1.5546 2.8736 -3.4779 0.073 0.064 0.018 -0.145
C 0.4216 -0.8017 -5.0182 0.034 -0.045 0.103 -0.315
C 1.6613 -1.1546 -4.4689 -0.157 -0.257 -0.138 -0.152
C 2.6086 -1.8605 -5.1986 0.022 -0.067 -0.010 -0.066
C 2.3275 -2.2261 -6.5073 -0.083 0.014 -0.044 -0.045
C 1.0952 -1.9038 -7.0704 0.052 -0.002 0.030 -0.042
C 0.1491 -1.2080 -6.3312 -0.069 0.016 -0.057 -0.071
H -5.9823 -2.3272 -4.3575 0.067 0.029 0.007 0.118
H -5.8578 0.1357 -4.5437 0.049 -0.038 0.008 0.118
H -3.6830 1.2780 -4.4589 -0.013 -0.029 -0.016 0.100
H -1.7206 -2.5361 -4.0779 -0.018 0.008 -0.012 0.081
H -3.9100 -3.6613 -4.1221 0.000 0.077 -0.009 0.116
H 1.3305 1.8867 -5.0046 -0.127 0.113 0.066 0.105
H 1.7283 4.3172 -4.9378 -0.099 -0.029 0.043 0.115
H 0.0258 5.8300 -3.9599 -0.021 -0.133 -0.002 0.117
H -2.0717 4.9028 -3.0251 0.077 -0.054 -0.041 0.116
H -2.4620 2.4773 -3.0363 0.029 0.023 -0.018 0.093
H 1.9283 -0.8994 -3.4486 0.107 0.334 0.202 0.041
H 3.5601 -2.1238 -4.7513 -0.046 0.021 -0.023 0.116
H 3.0638 -2.7680 -7.0888 -0.046 0.035 0.034 0.120
H 0.8744 -2.1925 -8.0914 0.015 0.013 0.070 0.120
H -0.8089 -0.9648 -6.7854 0.125 -0.040 0.043 0.118
C -2.3599 4.1431 2.4279 -0.028 -0.017 0.045 -0.094
C -2.3379 3.4662 3.8004 -0.005 -0.021 -0.057 -0.242
C -2.3136 1.9344 3.7834 0.003 0.124 -0.128 -0.175
C -1.0096 1.3032 3.3071 -0.176 -0.029 -0.074 -0.150
N -0.8830 1.3378 1.8356 0.191 0.218 0.220 0.068
C 0.0400 1.8095 1.0140 0.112 -0.364 0.109 -0.721
S -0.1888 1.5707 -0.7099 -0.083 -0.096 -0.419 0.647
N 1.1211 2.4994 1.3672 -0.233 0.098 0.189 0.049
C 1.5202 3.0827 2.6596 -0.030 -0.092 -0.065 -0.150
C 2.4652 2.1815 3.4435 0.035 0.026 0.078 -0.206
C 2.9202 2.7995 4.7627 -0.073 0.066 0.048 -0.233
C 1.7912 2.9612 5.7809 0.006 0.006 -0.036 -0.088
H -2.4409 5.2269 2.5402 -0.007 -0.100 -0.019 0.080
H -3.2218 3.8056 1.8417 0.099 0.023 0.047 0.080
H -1.4599 3.9441 1.8405 -0.036 0.020 0.038 0.049
H -3.2258 3.7780 4.3536 0.016 0.019 -0.002 0.112
H -1.4843 3.8305 4.3855 -0.030 -0.029 -0.032 0.099
H -3.1396 1.5518 3.1692 0.028 0.019 0.043 0.114
H -2.4959 1.5671 4.7957 0.027 -0.011 0.006 0.120
H -0.9616 0.2564 3.6013 0.030 0.028 -0.029 0.080
H -0.1623 1.7834 3.7722 0.087 0.006 0.027 0.084
H -1.6437 0.8817 1.3566 -0.083 -0.029 -0.069 0.094
H 1.7200 2.7097 0.5878 0.042 0.040 -0.104 0.117
H 0.6283 3.3405 3.2231 0.020 0.085 -0.048 0.091
H 2.0176 4.0253 2.4350 0.025 0.040 -0.076 0.140
H 3.3331 1.9713 2.8114 -0.095 0.073 0.129 0.096
H 1.9808 1.2168 3.6375 -0.041 0.114 0.011 0.088
H 3.3923 3.7698 4.5701 -0.035 -0.071 0.029 0.116
H 3.6980 2.1610 5.1873 -0.004 0.027 0.003 0.113
H 1.0260 3.6674 5.4427 0.060 -0.053 0.037 0.068
H 2.1789 3.3373 6.7282 -0.051 -0.014 -0.034 0.084
H 1.3025 2.0004 5.9812 0.067 0.229 -0.038 0.047
```
Positions in Å, forces in eV/Å.

***

Record 2
# C22H37N3O3

One molecule with the formula C22H37N3O3 (the ωB97M-V functional and the def2-TZVPD basis, the OMol25 dataset).

LUMO level = 0.286 eV
F_max = 0.003 hartree/bohr
spin multiplicity = 1
SMILES string = CCC(CC)(CC)C(=O)N1C[C@H]2ON=C(CNC(=O)C3CCCCCC3)[C@@H]2C1
E_tot = -34026.5249 eV
Kohn-Sham gap = 9.904 eV

XYZ file:
```
65
Properties=species:S:1:pos:R:3:forces:R:3:nbo_charge:R:1
C -0.5217 5.1731 -0.8749 -0.002 0.002 0.004 -0.612
C -1.4975 4.1282 -0.3402 0.006 -0.007 -0.001 -0.395
C -2.1122 3.2205 -1.4250 -0.008 -0.005 0.000 -0.123
C -2.8076 4.0709 -2.5078 -0.001 0.004 0.001 -0.394
C -3.8228 5.0917 -2.0050 0.002 0.008 -0.006 -0.616
C -1.0139 2.3712 -2.1182 0.004 0.000 0.004 -0.392
C -1.5145 1.0852 -2.7698 -0.002 0.010 -0.002 -0.613
C -3.1834 2.2907 -0.8174 0.010 -0.018 0.009 0.719
O -4.2896 2.1901 -1.3239 0.001 0.000 0.004 -0.633
N -2.9222 1.5547 0.3082 0.002 -0.003 -0.008 -0.455
C -4.0251 0.6780 0.7870 -0.011 0.006 0.011 -0.223
C -3.3319 0.0699 1.9805 -0.002 -0.014 0.017 0.090
O -3.6569 -1.1804 2.5703 -0.010 0.007 -0.006 -0.364
N -2.4369 -1.6064 3.1543 0.008 -0.002 0.003 -0.073
C -1.4584 -0.9848 2.6123 0.030 0.101 -0.028 0.194
C -0.0528 -1.2607 3.0210 -0.012 -0.078 0.031 -0.256
N 0.6822 -1.8164 1.8920 -0.085 -0.119 0.014 -0.622
C 1.9310 -2.3326 2.1064 0.055 0.072 -0.002 0.702
O 2.5187 -2.1460 3.1545 0.000 0.015 -0.010 -0.621
C 2.5460 -3.0941 0.9458 0.015 0.017 -0.013 -0.297
C 3.7038 -2.2546 0.3821 -0.011 -0.001 0.003 -0.396
C 4.2158 -2.7673 -0.9657 0.004 -0.001 0.000 -0.401
C 5.3166 -3.8288 -0.8888 0.003 0.002 -0.001 -0.394
C 5.1426 -4.8808 0.2102 0.003 -0.005 -0.004 -0.404
C 3.7057 -5.3575 0.4380 -0.004 -0.001 0.002 -0.403
C 2.9327 -4.4924 1.4332 0.003 0.001 -0.002 -0.390
C -1.9429 -0.1522 1.4628 0.001 -0.013 -0.013 -0.309
C -1.6160 1.2285 0.9385 -0.015 0.030 -0.008 -0.200
H -0.0845 5.7351 -0.0490 0.001 0.001 -0.001 0.215
H 0.2986 4.7118 -1.4270 -0.001 -0.002 0.001 0.204
H -1.0094 5.8881 -1.5369 -0.003 0.003 -0.001 0.208
H -0.9671 3.5187 0.3909 -0.001 0.004 -0.002 0.199
H -2.3021 4.6261 0.2068 0.000 0.001 -0.002 0.212
H -2.0254 4.5891 -3.0681 0.003 -0.002 0.001 0.198
H -3.2994 3.3961 -3.2083 -0.002 -0.003 0.002 0.226
H -4.3026 5.5856 -2.8511 0.000 0.004 0.003 0.214
H -4.6034 4.6154 -1.4146 0.004 -0.003 -0.004 0.225
H -3.3550 5.8700 -1.3994 0.002 0.003 0.001 0.193
H -0.5500 2.9978 -2.8828 -0.006 0.004 -0.001 0.214
H -0.2114 2.1395 -1.4129 -0.001 -0.001 -0.006 0.193
H -0.7187 0.6090 -3.3431 0.001 -0.001 0.003 0.215
H -1.8661 0.3652 -2.0265 -0.001 0.000 0.005 0.196
H -2.3470 1.2807 -3.4462 0.000 -0.004 -0.002 0.220
H -4.9043 1.2734 1.0180 -0.001 -0.001 -0.006 0.226
H -4.2955 -0.0642 0.0326 0.006 0.000 -0.003 0.212
H -3.2910 0.8130 2.7914 0.006 0.004 -0.005 0.171
H 0.4340 -0.3368 3.3410 0.006 -0.005 0.000 0.221
H -0.0441 -1.9453 3.8703 -0.006 -0.001 0.000 0.231
H 0.1468 -2.2153 1.1381 0.008 -0.001 0.004 0.394
H 1.7987 -3.1917 0.1484 -0.006 0.001 0.002 0.188
H 3.3404 -1.2306 0.2580 0.004 0.003 0.000 0.210
H 4.5075 -2.2050 1.1212 0.001 -0.002 0.002 0.217
H 3.3647 -3.1595 -1.5315 0.001 -0.002 0.002 0.191
H 4.5941 -1.9268 -1.5516 -0.002 0.000 -0.002 0.212
H 5.3774 -4.3275 -1.8601 -0.001 0.000 0.000 0.201
H 6.2815 -3.3358 -0.7432 -0.001 0.000 0.000 0.203
H 5.7781 -5.7347 -0.0346 0.001 0.001 0.003 0.211
H 5.5237 -4.4902 1.1584 -0.002 0.002 0.000 0.198
H 3.1688 -5.4252 -0.5147 0.001 0.001 0.000 0.193
H 3.7311 -6.3723 0.8410 -0.002 0.000 -0.003 0.214
H 3.5310 -4.3767 2.3407 -0.003 0.001 0.002 0.220
H 2.0175 -5.0136 1.7306 0.000 0.000 0.005 0.206
H -2.0156 -0.8241 0.5931 0.006 0.003 -0.001 0.214
H -0.8114 1.2407 0.2115 0.002 -0.011 0.006 0.219
H -1.3782 1.9224 1.7489 0.001 -0.004 0.001 0.200
```
Positions in Å, forces in eV/Å.